1:
The following is a quantum chemistry calculation of a 2-piece molecular cluster, CH2N2O2S overall, from the OMol25 dataset.

- Kohn-Sham gap (spin up / spin down) (eV) = 9.83 / 5.73
- LUMO energy (spin up / spin down) (eV) = -2.698 / -4.330

Atoms and positions in Å:
C  2.301  1.385  -0.054
N  2.952  1.974  0.681
N  -1.584  -0.006  -0.081
O  0.160  -1.279  1.328
O  -0.267  -1.915  -1.071
S  -0.143  -0.943  -0.001
H  -1.771  -0.125  -1.012
H  -1.647  0.908  0.211



2:
The following is a quantum chemistry calculation of one molecule with the formula CH2N2O2S, from the OMol25 dataset.

- Kohn-Sham gap (spin up / spin down) (eV) = 8.45 / 8.45
- LUMO energy (spin up / spin down) (eV) = -1.243 / -1.243

Atoms and positions in Å:
N  -0.443  0.490  -1.039
S  -1.289  1.587  -0.091
O  -0.512  1.650  1.110
C  -3.130  0.660  0.577
N  -3.423  -0.308  -0.043
O  -3.783  -1.328  -0.611
H  -0.830  0.430  -1.955
H  0.168  -0.325  -0.822



What is the least stable structure shown above? It is 1.